Entry 1:
Entry from the OMol25 dataset: 2 unconnected molecules or ions with the total composition CCl2O2S (ωB97M-V with the def2-TZVPD basis set).

XYZ file:
```
6
Properties=species:S:1:pos:R:3:forces:R:3
C 1.295 -0.113 -0.312 -1.069 -2.898 -0.671
O 1.976 -1.053 -0.472 -0.077 0.195 -0.171
O -1.838 -1.117 0.964 -0.251 -0.655 1.146
S -1.409 -0.598 -0.300 0.830 1.837 -1.079
Cl 1.600 1.343 0.324 0.665 2.467 0.981
Cl -1.624 1.539 -0.202 -0.099 -0.945 -0.207
```
Forces are in eV/Å.

Properties
Highest occupied orbital energy (alpha / beta) in eV: -9.1 / -9.3
Spin multiplicity: 1
Strongest force on any atom in eV/A: 3.16
Kohn-Sham gap (alpha / beta) in eV: 7.6 / 8.2
Lowest unoccupied orbital energy (alpha / beta) in hartree: -0.05482 / -0.04130

Entry 2:
Entry from the OMol25 dataset: 2 unconnected molecules or ions with the total composition CCl2O4P2 (ωB97M-V with the def2-TZVPD basis set).

XYZ file:
```
9
Properties=species:S:1:pos:R:3:forces:R:3
O -0.738 1.845 0.351 -0.280 -0.014 -0.251
C -1.213 0.797 0.044 -1.073 1.195 -0.095
Cl -1.491 0.294 -1.592 -0.320 0.402 -0.435
Cl -2.040 -0.208 1.171 -0.921 -0.041 0.630
O 1.247 -2.726 -0.006 0.778 -1.058 0.033
P 0.062 -1.915 -0.169 0.488 0.724 0.158
O 0.505 -0.372 0.216 0.981 -0.600 0.245
P 1.524 0.967 0.600 -1.416 -1.761 2.832
O 2.143 1.318 -0.616 1.763 1.154 -3.118
```
Forces are in eV/Å.

Properties
Highest occupied orbital energy in eV: -10.6
Spin multiplicity: 1
SMILES string: O=C(Cl)Cl.O=POP=O
Strongest force on any atom in eV/A: 3.76
Kohn-Sham gap in eV: 9.6
Lowest unoccupied orbital energy in hartree: -0.03420

Entry 3:
Entry from the OMol25 dataset: a molecular structure, CCl2OS (ωB97M-V with the def2-TZVPD basis set).

XYZ file:
```
5
Properties=species:S:1:pos:R:3:forces:R:3
C -0.693 -0.685 0.151 1.237 -0.177 -3.135
O 1.281 1.527 -0.239 -0.437 -1.293 -1.681
S 0.901 0.480 -1.272 -1.138 -0.040 3.364
Cl -0.868 -2.359 0.398 0.306 -0.163 -0.463
Cl -0.806 0.223 1.463 0.031 1.673 1.916
```
Forces are in eV/Å.

Properties
Highest occupied orbital energy (alpha / beta) in eV: -8.2 / -9.6
Spin multiplicity: 1
Strongest force on any atom in eV/A: 3.55
Kohn-Sham gap (alpha / beta) in eV: 6.6 / 8.2
Lowest unoccupied orbital energy (alpha / beta) in hartree: -0.05733 / -0.05019

Entry 4:
Entry from the OMol25 dataset: 2 unconnected molecules or ions with the total composition CClFN2O4 (ωB97M-V with the def2-TZVPD basis set).

XYZ file:
```
9
Properties=species:S:1:pos:R:3:forces:R:3
C -0.001 0.057 -0.376 3.870 -1.617 -1.330
N -0.858 -1.136 0.017 0.080 0.444 -1.060
N 0.246 1.334 0.506 0.634 1.891 -2.394
O -1.104 -1.915 -0.884 0.195 0.834 1.244
O 0.694 2.286 -0.155 -0.846 -2.201 0.853
O -1.173 -1.107 1.167 -0.470 -0.740 0.467
O -0.010 1.321 1.654 -0.202 -0.590 0.873
F -0.004 0.271 -1.643 -0.484 0.453 1.094
Cl 2.209 -1.111 -0.286 -2.777 1.525 0.252
```
Forces are in eV/Å.

Properties
Highest occupied orbital energy (alpha / beta) in eV: -11.6 / -11.6
Spin multiplicity: 1
Strongest force on any atom in eV/A: 4.40
Kohn-Sham gap (alpha / beta) in eV: 7.8 / 7.8
Lowest unoccupied orbital energy (alpha / beta) in hartree: -0.14066 / -0.14092

Entry 5:
Entry from the OMol25 dataset: a molecular structure, CClI3 (ωB97M-V with the def2-TZVPD basis set).

XYZ file:
```
5
Properties=species:S:1:pos:R:3:forces:R:3
C 1.047 1.918 -0.535 -0.326 -0.074 -1.048
Cl 0.483 2.097 1.008 -0.161 0.088 0.935
I -3.377 -2.117 0.303 0.197 -0.135 -0.037
I 3.099 1.772 -0.651 0.478 -0.025 0.113
I -1.252 -3.670 -0.125 -0.189 0.146 0.038
```
Forces are in eV/Å.

Properties
Highest occupied orbital energy in eV: -9.0
Spin multiplicity: 1
Strongest force on any atom in eV/A: 1.10
Kohn-Sham gap in eV: 7.2
Lowest unoccupied orbital energy in hartree: -0.06436

Entry 6:
Entry from the OMol25 dataset: a molecular structure, CClN2O4 (ωB97M-V with the def2-TZVPD basis set).

XYZ file:
```
8
Properties=species:S:1:pos:R:3:forces:R:3
C -2.664 -0.174 -0.005 -1.832 -0.216 0.227
N 2.665 -0.383 -0.132 1.453 -4.074 -0.710
N 1.684 0.297 -0.178 1.064 -0.966 0.337
O -2.723 0.830 0.586 0.831 1.139 0.468
O 2.941 -1.600 -0.379 -0.674 1.857 0.632
O -3.205 -1.083 -0.514 0.484 -0.773 -0.634
O 1.557 1.455 -0.245 -1.680 3.523 -0.168
Cl -0.413 -0.748 -0.117 0.354 -0.489 -0.153
```
Forces are in eV/Å.

Properties
Highest occupied orbital energy (alpha / beta) in eV: -5.1 / -5.1
Spin multiplicity: 1
Strongest force on any atom in eV/A: 4.38
Charge: -1
Kohn-Sham gap (alpha / beta) in eV: 7.7 / 7.7
Lowest unoccupied orbital energy (alpha / beta) in hartree: 0.09540 / 0.09540

Entry 7:
Entry from the OMol25 dataset: 2 unconnected molecules or ions with the total composition CClN3O2 (ωB97M-V with the def2-TZVPD basis set).

XYZ file:
```
7
Properties=species:S:1:pos:R:3:forces:R:3
C -0.786 1.135 0.156 -0.360 -1.198 -0.277
N -0.044 1.929 -0.247 0.121 1.125 -0.001
N -1.307 -0.022 0.517 0.109 0.492 0.643
N 1.084 -1.061 0.089 -0.281 3.836 2.652
O 1.659 -0.257 -0.541 1.129 -0.348 -1.693
O 0.794 -2.163 0.166 -0.255 -3.943 -1.028
Cl -2.684 -0.471 -0.270 -0.463 0.036 -0.296
```
Forces are in eV/Å.

Properties
Highest occupied orbital energy (alpha / beta) in eV: -9.3 / -11.3
Spin multiplicity: 3
Strongest force on any atom in eV/A: 4.67
Expectation value of S²: 2.02
Kohn-Sham gap (alpha / beta) in eV: 9.5 / 8.4
Lowest unoccupied orbital energy (alpha / beta) in hartree: 0.00562 / -0.11020

Entry 8:
Entry from the OMol25 dataset: a molecular structure, CClNa9O7 (ωB97M-V with the def2-TZVPD basis set).

XYZ file:
```
18
Properties=species:S:1:pos:R:3:forces:R:3
Na 1.610 5.143 -2.206 0.081 0.231 0.044
Na -4.811 -1.981 -1.725 0.051 -0.233 -0.007
Na -1.706 -0.184 -6.203 0.042 -0.323 -0.353
Na 3.135 0.871 -3.873 0.329 -0.510 0.103
Na -2.219 5.093 3.449 0.224 0.241 0.226
Na 4.257 1.677 2.280 0.398 -0.529 0.286
Na -1.745 -1.796 3.188 0.545 -0.367 0.018
Na -6.665 2.364 2.967 -0.581 -0.041 0.238
Na -4.345 4.135 -3.874 -0.190 0.155 -0.032
Cl 3.584 -4.017 1.810 0.735 -5.070 -0.907
O 2.220 -4.342 1.416 -1.191 1.056 1.381
O 3.754 -3.737 3.254 -0.534 0.258 -2.466
O 4.317 -5.227 1.360 -0.151 1.583 1.803
O 4.012 -2.992 0.923 0.697 2.949 0.100
C -1.362 1.314 -0.693 4.762 -1.391 5.963
O -1.834 1.140 -1.737 -5.232 -0.661 -11.200
O -0.076 1.036 -0.627 0.804 1.431 1.364
O -2.124 1.504 0.291 -0.789 1.218 3.439
```
Forces are in eV/Å.

Properties
Highest occupied orbital energy in eV: -16.6
Spin multiplicity: 1
Strongest force on any atom in eV/A: 12.38
Charge: +6
Kohn-Sham gap in eV: 1.4
Lowest unoccupied orbital energy in hartree: -0.55691

Entry 9:
Entry from the OMol25 dataset: a molecular structure, CCrF3OS (ωB97M-V with the def2-TZVPD basis set).

XYZ file:
```
7
Properties=species:S:1:pos:R:3:forces:R:3
Cr -1.525 -0.452 1.188 -0.679 1.200 1.704
S 0.603 -1.210 -1.010 1.320 -1.178 -0.846
O -0.721 -1.362 -0.228 -0.935 0.904 1.472
C 1.006 0.392 -0.861 1.197 1.290 -1.499
F 2.068 0.856 -1.393 -0.943 -0.664 0.646
F -1.674 0.511 2.646 0.324 -1.616 -2.094
F 0.242 1.265 -0.342 -0.284 0.064 0.617
```
Forces are in eV/Å.

Properties
Highest occupied orbital energy (alpha / beta) in eV: -21.3 / -21.7
Spin multiplicity: 4
Strongest force on any atom in eV/A: 2.66
Charge: +2
Expectation value of S²: 3.92
Kohn-Sham gap (alpha / beta) in eV: 6.6 / 9.0
Lowest unoccupied orbital energy (alpha / beta) in hartree: -0.54125 / -0.46596

Entry 10:
Entry from the OMol25 dataset: a molecular structure, CF27O3P4PdS (ωB97M-V with the def2-TZVPD basis set).

XYZ file:
```
37
Properties=species:S:1:pos:R:3:forces:R:3
Pd 1.897 19.119 -14.897 1.229 0.230 0.158
C 4.287 15.634 -12.801 -0.602 1.225 -0.656
F 4.066 14.419 -12.281 0.272 -0.073 0.228
F 5.469 16.102 -12.361 -0.223 -0.296 0.332
F 4.412 15.501 -14.122 -0.072 -0.288 0.010
S 2.838 16.813 -12.390 -0.531 -0.126 1.053
O 1.689 15.936 -12.283 0.657 0.040 -0.103
O 3.261 17.455 -11.162 0.007 -0.470 -0.505
O 2.796 17.696 -13.549 0.511 -0.026 -0.004
P 4.364 21.094 -13.437 0.115 -1.072 0.231
F 4.675 21.794 -12.036 0.305 0.500 0.331
F 5.842 21.406 -14.044 -0.293 0.456 -0.104
F 5.012 19.719 -12.871 -0.623 -0.018 -0.003
F 3.938 20.300 -14.829 0.119 0.041 0.055
F 2.864 20.680 -12.877 0.519 0.210 -0.203
F 3.815 22.468 -14.036 -0.092 -0.106 0.046
P 1.690 22.005 -17.452 1.379 0.879 -0.153
F 1.882 20.705 -16.416 -0.071 0.667 -0.205
F 2.744 22.925 -16.615 -0.873 -0.570 0.476
F 2.990 21.472 -18.280 -0.407 0.104 -0.164
F 1.480 23.300 -18.437 -0.070 -0.460 -0.315
F 0.773 21.098 -18.377 -0.587 -0.053 -0.190
F 0.430 22.489 -16.574 0.338 -0.130 0.000
P -1.046 19.379 -14.106 0.249 -1.311 1.436
F 0.098 20.544 -14.310 -0.855 0.580 -0.032
F -2.105 20.160 -15.032 0.529 -0.490 0.593
F -0.381 18.587 -15.380 -0.894 0.352 -0.677
F -2.042 18.131 -13.778 -0.096 0.267 -1.201
F 0.116 18.615 -13.264 0.078 -0.371 1.030
F -1.584 20.005 -12.721 0.046 1.136 -0.564
P 2.414 16.980 -17.172 -0.971 -0.295 1.283
F 3.270 18.114 -16.308 1.055 -0.289 -0.194
F 1.582 16.782 -15.757 -0.382 -0.786 -0.773
F 1.389 18.205 -17.470 0.262 -0.593 -1.089
F 1.495 15.939 -17.992 -0.044 0.334 0.093
F 3.344 17.255 -18.451 -0.315 0.015 0.309
F 3.340 15.741 -16.676 0.332 0.785 -0.528
```
Forces are in eV/Å.

Properties
Highest occupied orbital energy (alpha / beta) in eV: -2.3 / -2.2
Spin multiplicity: 3
Strongest force on any atom in eV/A: 1.96
Charge: -3
Expectation value of S²: 2.00
Kohn-Sham gap (alpha / beta) in eV: 9.2 / 7.8
Lowest unoccupied orbital energy (alpha / beta) in hartree: 0.25351 / 0.20391

Entry 11:
Entry from the OMol25 dataset: a molecular structure, CF2Li5O3V2 (ωB97M-V with the def2-TZVPD basis set).

XYZ file:
```
13
Properties=species:S:1:pos:R:3:forces:R:3
Li 0.731 -2.569 0.795 -0.281 -0.828 1.245
Li -1.797 -1.447 -0.938 -2.709 1.245 -1.805
Li 2.598 -1.524 -1.126 0.956 0.101 -0.235
Li 1.551 0.908 -2.635 -0.317 0.563 -0.534
Li -0.699 -0.312 2.691 -1.376 1.039 0.294
V -1.299 2.495 -0.016 -2.434 -1.904 2.062
V 2.303 1.415 1.202 0.399 0.134 0.377
C 0.363 -0.039 -0.037 -2.308 1.066 3.204
O 0.547 -0.695 1.022 0.451 -3.978 2.767
O -0.744 0.364 -0.307 -3.110 1.365 -1.801
O 1.393 0.394 -0.528 6.193 1.647 -5.084
F -2.079 1.408 2.154 2.335 0.217 -2.305
F -2.867 -0.399 -2.275 2.201 -0.669 1.816
```
Forces are in eV/Å.

Properties
Highest occupied orbital energy (alpha / beta) in eV: -20.7 / -20.7
Spin multiplicity: 8
Strongest force on any atom in eV/A: 8.18
Charge: +4
Expectation value of S²: 15.76
Kohn-Sham gap (alpha / beta) in eV: 4.2 / 4.0
Lowest unoccupied orbital energy (alpha / beta) in hartree: -0.60628 / -0.61355

Entry 12:
Entry from the OMol25 dataset: a single CF2NPS molecule (ωB97M-V with the def2-TZVPD basis set).

XYZ file:
```
6
Properties=species:S:1:pos:R:3:forces:R:3
N -2.337 1.006 -0.025 12.523 -7.313 -0.028
C -1.127 0.313 -0.027 -13.024 6.659 0.116
P 0.539 -0.195 -0.056 2.150 -1.478 1.856
F 0.600 -1.345 -1.196 0.020 2.085 1.500
F 0.843 -1.300 1.224 -1.026 2.622 -2.909
S 1.482 1.522 0.079 -0.642 -2.575 -0.535
```
Forces are in eV/Å.

Properties
Highest occupied orbital energy in eV: -10.6
Spin multiplicity: 1
SMILES string: N#CP(F)(F)=S
Strongest force on any atom in eV/A: 14.63
Kohn-Sham gap in eV: 8.8
Lowest unoccupied orbital energy in hartree: -0.06383

> Among the records above, which one has the highest strongest force on any atom?

CF2NPS